2 unconnected molecules or ions with the total composition C9H14 in a non-equilibrium geometry, computed with ωB97M-V/def2-TZVPD.

Each line ends with the natural charge from an NBO analysis.
Cartesian coordinates (Å):
1 C -2.99 -1.27 1.76  -0.6107
2 C -2.23 -2.47 1.24  -0.6094
3 H -3.56 -0.73 1.00  0.2040
4 H -3.71 -1.56 2.53  0.2030
5 H -2.37 -0.56 2.30  0.2012
6 H -2.86 -3.25 0.83  0.2064
7 H -1.50 -2.16 0.49  0.2054
8 H -1.65 -2.92 2.05  0.2018
9 C 3.32 1.28 -1.81  -0.6306
10 C -0.39 0.81 0.21  -0.2124
11 C -0.28 1.81 -0.76  -0.2091
12 C 0.63 -0.07 0.46  -0.2148
13 C 0.91 1.89 -1.47  -0.2139
14 C 1.84 0.04 -0.24  -0.2087
15 C 1.97 1.02 -1.22  -0.0193
16 H -1.34 0.71 0.72  0.2114
17 H -1.19 2.31 -1.04  0.2156
18 H 0.51 -0.97 1.06  0.2128
19 H 1.11 2.67 -2.20  0.2081
20 H 2.66 -0.62 0.02  0.2090
21 H 3.95 0.39 -1.91  0.2152
22 H 3.85 1.99 -1.19  0.2199
23 H 3.32 1.67 -2.82  0.2150

Its structure (SMILES) is Cc1ccccc1.CC. For the HOMO energy, the calculation gives -9.039 eV. For the energy above the lowest of the compared OMol25 structures with the same formula, charge and spin, the calculation gives 7.8 kcal/mol. As for the net charge: 0. The largest force on an atom comes out at 0.023 hartree/bohr.